C4H8O2 in the gas phase, computed with ωB97M-V/def2-TZVPD.

Structure (XYZ):
```
14
Properties=species:S:1:pos:R:3:forces:R:3
C -0.2887 0.3153 2.0616 0.180 -0.444 -0.547
C 0.3762 -0.1505 0.7310 -0.719 0.077 0.396
C -0.0463 -0.0426 -1.8040 -0.500 0.057 -0.239
O 0.8632 -1.1313 -1.8338 -0.214 0.133 -0.006
C -0.2298 0.5826 -0.4437 0.771 0.434 0.366
O -0.6666 1.7097 -0.3300 -0.245 -0.659 -0.349
H 0.4176 0.7234 2.7832 -0.017 -0.023 -0.072
H -0.8343 -0.5126 2.5370 0.276 0.180 -0.150
H -1.0185 1.0824 1.7939 0.174 0.038 0.285
H 0.4484 -1.2395 0.6091 -0.315 0.375 -0.057
H -1.0741 -0.3379 -2.0478 0.117 -0.127 -0.397
H 0.2638 0.7447 -2.5000 -0.049 -0.177 0.053
H 0.3953 -1.9309 -2.0894 0.060 0.078 0.016
H 1.3938 0.1871 0.5327 0.480 0.059 0.700
```
Forces are in eV/Å.

## Properties
- Charge: 0
- SMILES: CCC(=O)CO
- HOMO: -0.35255 Eh
- Energy relative to the best compared isomer or geometry (same formula, charge and spin): 1.285 eV
- HOMO-LUMO gap: 0.3761 Ha

Results of the natural (NBO) charge analysis, in e, for atoms 1 through 6: number 1, C, carries -0.621; number 2, C, carries -0.519; number 3, C, carries -0.175; number 4, O, carries -0.715; number 5, C, carries 0.575; number 6, O, carries -0.558


C7H10O in the gas phase at a distorted geometry, computed with ωB97M-V/def2-TZVPD.

Structure (XYZ):
```
18
Properties=species:S:1:pos:R:3:forces:R:3
C 2.3726 -0.1979 -0.1134 1.374 3.223 -0.312
C 1.1071 -0.9836 -0.0173 3.705 1.457 -0.634
C -0.0529 -0.4281 -0.0349 -3.131 -1.463 1.015
C -1.3509 -1.2311 0.2703 1.630 0.158 1.286
C -2.4083 -0.2811 -0.1372 4.749 -0.098 -4.627
C -0.4124 0.9691 -0.0192 -1.051 -1.345 0.806
C 0.3130 2.0590 0.1957 -3.596 0.905 -1.850
H 3.1352 -0.7905 -0.6384 0.077 0.260 0.604
H 2.7346 0.2513 0.8623 -0.119 -1.387 -0.492
H 2.3847 0.8575 -0.6249 -0.720 -2.171 0.068
H 1.4477 -1.9783 0.0306 -1.058 -1.608 0.168
H -1.2307 -1.4671 1.3397 -0.704 0.222 -0.107
H -1.4151 -2.1584 -0.2332 0.053 -0.966 -0.662
H -2.5319 -0.4391 -1.2413 -0.074 -0.224 0.432
H -3.3329 -0.2767 0.1742 -4.607 0.055 2.715
H -0.2420 2.9259 -0.1545 0.088 0.494 0.847
H 1.3000 2.1856 0.3909 2.527 -0.210 0.386
O -1.8179 0.9835 -0.0494 0.855 2.699 0.357
```
Forces are in eV/Å.

## Properties
- Charge: 0
- SMILES: C=C1OCC/C1=C/C
- HOMO: -0.31020 Eh
- Energy relative to the best compared isomer or geometry (same formula, charge and spin): 2.932 eV
- HOMO-LUMO gap: 0.3455 Ha

Results of the natural (NBO) charge analysis, in e, for atoms 1 through 6: number 1, C, carries -0.662; number 2, C, carries -0.159; number 3, C, carries -0.057; number 4, C, carries -0.444; number 5, C, carries -0.049; number 6, C, carries 0.295


12 unconnected molecules or ions with the total composition C59H137N5O19 at a distorted geometry, computed with ωB97M-V/def2-TZVPD.

Structure (XYZ):
```
220
Properties=species:S:1:pos:R:3:forces:R:3
C 14.3762 14.4298 16.5252 0.877 -0.137 1.175
C 15.5188 13.4743 16.7826 0.686 0.839 -0.294
O 16.5606 13.5161 15.8029 0.066 -0.007 -0.139
O 13.6603 14.1285 15.4171 -1.180 -1.339 -2.279
H 14.7316 15.4402 16.3226 0.506 0.398 1.132
H 13.7060 14.3078 17.3761 0.230 0.678 0.632
H 15.1990 12.4413 16.9195 -0.270 -0.035 0.145
H 16.0097 13.8779 17.6681 -0.071 -0.412 0.436
H 16.1698 13.6480 14.9360 -0.212 -0.012 -0.228
H 12.8270 14.5888 15.5406 -0.757 0.067 -0.659
C 19.0055 12.2876 13.2877 -0.324 0.902 0.640
C 19.4996 11.7880 11.9415 1.020 0.846 0.424
O 20.6858 12.5367 11.4604 -1.470 -1.078 0.411
O 19.8151 11.9424 14.4311 -0.103 -0.503 -1.453
H 17.9557 12.0158 13.3972 -0.108 -0.884 0.201
H 18.8961 13.3721 13.2856 0.478 0.409 -0.447
H 18.6956 11.9068 11.2151 0.132 0.286 -0.072
H 19.6915 10.7169 12.0054 0.328 -0.058 -0.034
H 21.4345 12.1441 11.9152 0.135 0.084 0.095
H 19.3400 12.1725 15.2329 -0.142 0.031 0.382
C 16.5609 8.4915 19.4503 -0.895 2.081 0.596
C 15.5487 9.6238 19.0526 -0.025 -2.298 0.558
O 14.5732 9.0385 18.2036 -0.812 0.100 0.037
O 17.2659 8.1803 18.2972 0.527 -1.182 -0.731
H 15.9996 7.6721 19.8994 -0.206 -0.226 -0.433
H 17.2504 8.7927 20.2389 0.152 0.454 0.063
H 16.0108 10.5016 18.6008 0.158 0.076 0.278
H 14.9608 9.8001 19.9534 0.293 0.799 0.004
H 14.8449 8.8034 17.3134 0.566 0.254 -0.012
H 17.1435 7.2377 18.1624 0.279 -0.033 -0.374
C 15.9258 14.4789 21.2458 1.876 1.193 0.108
C 17.0751 15.6128 21.3827 -2.337 -0.241 -0.198
O 18.3724 15.1088 21.3007 0.185 -0.621 0.342
O 14.6432 14.9645 21.5940 -0.016 0.395 -0.224
H 16.1878 13.6871 21.9476 0.171 -0.380 -0.417
H 15.8797 14.1769 20.1995 -0.061 -0.403 0.222
H 16.8590 16.0954 22.3359 0.455 -0.039 0.416
H 16.9112 16.4025 20.6494 -0.110 -0.113 -0.299
H 18.8361 15.4908 20.5519 0.158 0.129 -0.209
H 14.6027 15.1647 22.5320 0.106 0.155 0.233
C 19.6056 12.1294 19.7888 0.889 -1.024 -0.486
C 19.7194 11.2516 18.4871 -0.907 2.602 0.579
O 19.2681 12.1142 17.3962 0.391 -1.163 0.398
O 18.2731 12.5838 19.9356 -0.045 -0.492 -0.472
H 20.2791 12.9864 19.7980 0.178 0.064 -0.414
H 19.8947 11.5046 20.6339 -0.021 -0.198 0.226
H 19.0410 10.4189 18.6726 0.103 -0.334 -0.516
H 20.7404 10.9626 18.2377 -0.172 -0.143 0.272
H 18.4899 12.5543 17.7460 -0.336 0.224 -0.028
H 18.3273 13.3103 20.5608 -0.227 0.460 0.238
C 13.6169 17.5689 19.8106 1.212 0.736 -1.474
C 13.6132 18.4825 18.5672 -0.802 -1.155 -0.604
O 12.3644 18.2804 17.8954 -0.087 1.052 0.275
O 13.4409 16.2094 19.4055 -0.365 0.844 0.010
H 12.8523 17.9528 20.4859 -0.081 -0.312 0.191
H 14.6223 17.6334 20.2266 0.023 0.291 0.594
H 14.3679 18.2727 17.8092 0.620 -0.579 0.370
H 13.7850 19.5379 18.7787 -0.607 0.021 0.422
H 12.2857 17.3463 17.6885 0.078 -0.259 -0.070
H 13.7495 15.7335 20.1800 -0.066 -0.590 0.130
C 16.5751 9.6647 15.2413 0.551 -0.103 0.423
C 17.7063 8.9212 14.5522 1.524 0.564 0.225
O 17.7644 9.1662 13.1353 -0.872 -0.073 -0.059
O 15.3541 9.3123 14.6443 -0.181 0.078 -0.010
H 16.5960 10.7526 15.1760 0.966 0.275 -0.018
H 16.5787 9.4546 16.3108 0.186 -0.370 -0.035
H 17.6829 7.8585 14.7936 -0.527 -0.207 -0.258
H 18.6860 9.2543 14.8947 -0.060 0.276 0.698
H 18.5713 8.7796 12.7873 0.046 -0.073 0.151
H 15.4641 9.9609 13.9451 -1.503 -0.545 -1.269
C 22.3027 18.2139 19.6661 0.364 -0.296 -0.622
C 20.9914 18.0304 18.9297 -1.231 0.134 -1.485
C 21.0230 19.0414 17.7269 -0.860 0.020 -0.227
C 19.8104 18.9449 16.7254 1.867 -0.265 1.096
C 19.7944 17.5212 16.2675 -1.218 -1.016 -1.871
C 19.8896 16.2948 17.2141 0.964 1.877 0.520
N 20.8538 16.6500 18.3258 -0.046 3.026 -2.893
O 21.1265 15.6285 19.1253 -0.369 -2.235 2.807
C 18.4747 16.0401 17.6605 -0.345 -1.195 0.528
C 20.4188 15.1244 16.4051 0.384 -0.838 -0.598
C 19.8459 18.4953 19.8468 -0.445 -0.564 0.063
H 22.4078 17.5046 20.4871 -0.001 0.413 0.252
H 22.3815 19.2717 19.9168 -0.157 -0.153 0.724
H 23.1535 18.0909 18.9959 0.005 -0.454 -0.192
H 21.0250 20.0584 18.1190 0.369 0.027 0.235
H 21.9698 18.8301 17.2298 -0.084 0.225 -0.386
H 19.9616 19.5111 15.8064 0.351 0.409 0.214
H 18.8943 19.3603 17.1451 -0.116 -0.443 0.318
H 20.4249 17.3956 15.3873 1.182 0.101 0.501
H 18.8906 17.4168 15.6673 -0.680 -0.366 0.446
H 18.3897 15.1994 18.3492 0.272 -0.122 0.488
H 18.0048 16.9094 18.1205 -0.147 0.046 -0.318
H 17.9558 15.6310 16.7936 -0.504 0.536 -0.066
H 20.6447 14.1929 16.9240 -0.250 0.208 0.577
H 19.7004 14.8057 15.6498 -0.366 0.195 -0.004
H 21.3140 15.3261 15.8169 0.165 0.547 0.220
H 18.8898 18.5931 19.3325 0.081 0.088 -0.331
H 20.0883 19.4742 20.2604 -0.005 -0.070 0.157
H 19.6278 17.7949 20.6530 0.354 -0.037 0.300
H 21.9551 15.2127 18.8760 0.279 0.158 -0.321
C 17.9245 15.3677 10.5771 -0.938 -0.091 -0.168
C 16.5890 15.8461 11.2685 0.928 -0.084 -2.314
C 16.6882 15.4889 12.6981 -1.555 0.475 2.125
C 17.6068 16.3538 13.5417 -0.907 1.008 -1.257
C 17.0059 17.8275 13.4424 1.819 -1.812 -0.383
C 16.9415 18.3406 11.9459 -0.333 -0.123 -0.042
N 16.2585 17.3037 11.0737 0.434 -1.395 5.745
O 16.0482 17.6859 9.8185 -0.350 0.649 -2.466
C 16.1149 19.6828 11.9698 0.142 -1.068 -0.887
C 18.3693 18.6728 11.3600 -1.596 0.724 1.329
C 15.4360 14.9558 10.6393 0.975 1.599 -0.333
H 18.8719 15.4099 11.1143 -0.183 0.556 0.335
H 18.0252 15.8767 9.6185 0.096 -0.296 -0.153
H 17.7600 14.2967 10.4592 0.210 -0.099 -0.550
H 15.6826 15.7141 13.0532 -0.448 -0.264 0.515
H 16.8093 14.4193 12.8701 0.353 -0.097 -0.416
H 18.5826 16.2630 13.0645 0.409 0.434 0.466
H 17.6472 16.0677 14.5927 0.017 -0.267 -0.150
H 17.6979 18.3879 14.0710 0.051 0.818 -0.467
H 16.0904 17.8115 14.0337 -0.497 0.134 -0.658
H 16.6346 20.4479 12.5464 -0.038 -0.088 0.058
H 15.9865 20.0345 10.9461 0.316 0.179 -0.105
H 15.0874 19.5562 12.3108 0.130 -0.234 0.508
H 18.8282 19.1967 12.1985 0.849 -0.363 -0.031
H 18.8923 17.7939 10.9830 0.104 0.365 0.130
H 18.2237 19.4822 10.6447 0.197 -0.483 -0.586
H 14.4515 15.3845 10.8263 -0.115 -0.286 0.862
H 15.5829 13.9216 10.9506 -0.284 0.323 -0.004
H 15.4617 15.0351 9.5524 0.482 -0.331 -0.185
H 15.0943 17.7893 9.8483 -0.163 0.257 -0.838
C 12.9070 12.0837 20.0260 -0.253 0.189 1.046
C 11.9844 11.6069 21.2173 -1.283 -0.962 -1.535
C 12.1302 10.0129 21.3301 -1.874 -0.016 0.115
C 11.4676 9.4097 22.6322 1.564 0.235 -0.232
C 12.1269 10.1074 23.8258 -1.390 0.305 -1.346
C 11.9721 11.6703 23.7909 -1.662 -0.367 -1.017
N 12.4176 12.2052 22.4801 1.611 -1.325 -0.091
O 12.4380 13.6170 22.4381 -1.317 -0.097 0.522
C 10.4273 12.0652 24.0414 0.949 -0.771 0.585
C 12.8754 12.1124 24.9077 0.302 1.634 -0.386
C 10.4222 11.9448 20.8086 1.631 -0.379 1.120
H 12.5678 11.7126 19.0588 -0.193 -0.050 0.127
H 13.9505 11.7897 20.1384 -0.008 -0.321 0.288
H 12.9449 13.1727 19.9992 -0.352 0.126 -0.212
H 11.5642 9.4581 20.5817 -0.397 0.851 -0.792
H 13.1183 9.6716 21.0212 0.461 0.176 1.101
H 11.6599 8.3413 22.7308 0.567 -0.165 -0.287
H 10.3789 9.3610 22.6118 -0.122 0.945 -0.129
H 13.1694 9.8115 23.7086 0.208 0.357 0.570
H 11.6876 9.7261 24.7476 0.272 0.177 0.247
H 10.0011 13.0162 23.7218 0.949 0.313 -0.303
H 9.7807 11.3297 23.5628 0.048 -0.217 0.289
H 10.2996 12.0565 25.1238 -0.356 -0.297 0.090
H 12.7573 13.1927 24.9915 -0.077 0.100 0.622
H 12.6746 11.5879 25.8419 -0.069 0.176 -0.076
H 13.9190 11.9978 24.6149 0.044 -0.425 0.020
H 10.2364 11.9058 19.7353 0.204 -0.113 0.059
H 10.1290 12.9213 21.1941 0.174 0.091 -0.120
H 9.8129 11.2035 21.3255 -0.193 0.015 -0.220
H 13.2511 13.8657 21.9925 0.296 -0.270 -0.134
C 13.7429 12.1825 10.4594 0.089 -0.410 -0.117
C 14.0056 11.3132 11.6814 0.257 -1.035 2.344
C 12.6427 10.7306 12.2766 0.426 0.016 -1.415
C 12.0859 9.5100 11.4965 1.078 0.374 0.634
C 13.2138 8.5000 11.2779 -0.635 0.555 -0.187
C 14.5613 9.0268 10.6876 -1.623 -2.176 -0.469
N 14.9526 10.1737 11.5192 0.039 -1.270 -0.474
O 16.2502 10.5673 11.0642 -0.477 1.056 -0.513
C 15.4501 7.7439 10.9275 0.674 1.177 -0.287
C 14.5463 9.2180 9.0975 -0.205 0.279 1.635
C 14.5830 12.1257 12.8744 0.569 1.692 -0.918
H 13.0613 11.6632 9.7858 0.199 -0.064 -0.187
H 14.6949 12.3977 9.9740 -0.234 -0.044 -0.264
H 13.2429 13.1208 10.6994 0.154 0.034 0.294
H 12.7614 10.5298 13.3414 0.059 -0.116 -0.086
H 11.9346 11.5464 12.1308 -0.125 0.198 0.426
H 11.5981 9.8639 10.5882 0.013 -0.229 -0.147
H 11.3802 8.9609 12.1198 -0.482 0.378 -0.106
H 12.8059 7.6436 10.7410 0.283 0.060 -0.593
H 13.3851 8.0692 12.2643 0.531 0.180 0.204
H 16.3390 7.8274 10.3023 0.371 -0.026 0.225
H 15.7253 7.6290 11.9759 0.047 0.177 0.011
H 14.9779 6.8160 10.6050 -0.433 0.261 -0.057
H 13.8563 9.9891 8.7551 0.166 0.137 0.116
H 15.5732 9.4664 8.8294 -0.158 0.038 -0.317
H 14.2193 8.2974 8.6140 0.244 -0.154 0.147
H 14.7826 11.7108 13.8624 -1.105 -0.655 -0.066
H 13.9765 13.0294 12.9346 -0.340 -0.067 0.663
H 15.5644 12.5720 12.7137 0.327 -0.168 -0.913
H 16.8527 10.0002 11.5511 0.054 -0.162 0.654
C 12.0964 16.2639 13.2956 0.764 0.428 1.083
C 10.7302 15.8336 13.7824 -0.757 -0.769 -1.168
C 10.4677 14.6530 12.8059 -1.784 0.020 0.310
C 9.4004 13.6634 13.3094 0.177 0.329 -1.250
C 9.7937 13.1685 14.6646 -0.300 -0.076 -0.650
C 9.8176 14.3036 15.6606 1.970 0.485 0.772
N 10.7553 15.3944 15.1931 1.124 -2.438 -1.406
O 10.9935 16.4274 16.0800 -0.291 0.090 0.340
C 8.4459 14.8391 15.9097 -1.262 0.400 0.960
C 10.4375 13.7083 16.9537 0.561 0.379 0.000
C 9.6574 16.9304 13.5122 0.884 -0.014 0.440
H 12.7420 15.3879 13.2333 0.142 0.065 0.275
H 12.5090 16.9384 14.0459 0.361 0.400 -0.374
H 12.0889 16.6826 12.2893 -0.229 0.328 0.163
H 10.1379 15.1588 11.8985 -0.301 -0.090 -0.167
H 11.3292 14.0930 12.4422 0.404 0.009 0.754
H 9.3852 12.8656 12.5669 -0.251 -0.301 0.129
H 8.3970 14.0886 13.3336 -0.038 0.233 -0.095
H 10.7406 12.6481 14.5208 0.238 0.069 0.609
H 9.0474 12.4766 15.0549 0.128 -0.312 -0.051
H 7.7178 14.0280 15.8989 -0.129 0.027 -0.089
H 8.3792 15.2555 16.9148 0.064 0.041 0.216
H 8.0867 15.6447 15.2693 0.197 -0.298 -0.334
H 10.7319 14.4835 17.6612 -0.286 0.124 0.089
H 9.8416 12.9632 17.4807 -0.461 0.179 -0.214
H 11.3674 13.1969 16.7053 0.078 -0.044 -0.235
H 9.8794 17.3905 12.5493 -0.291 -0.061 -0.061
H 9.7860 17.7140 14.2589 -0.106 0.171 0.034
H 8.6279 16.5761 13.5645 0.128 -0.081 -0.232
H 10.1296 16.8024 16.2661 -0.333 0.616 0.269
```
Forces are in eV/Å.

## Properties
- Charge: 0
- SMILES: CC1(C)CCCC(C)(C)N1O.CC1(C)CCCC(C)(C)N1O.CC1(C)CCCC(C)(C)N1O.CC1(C)CCCC(C)(C)N1O.CC1(C)CCCC(C)(C)N1O.OCCO.OCCO.OCCO.OCCO.OCCO.OCCO.OCCO
- HOMO: -0.28544 Eh
- Energy relative to the best compared isomer or geometry (same formula, charge and spin): 2.620 eV
- HOMO-LUMO gap: 0.2988 Ha

Results of the Mulliken charge analysis, in e, for atoms 1 through 6: number 1, C, carries -0.967; number 2, C, carries 0.552; number 3, O, carries 1.526; number 4, O, carries 0.695; number 5, H, carries -0.019; number 6, H, carries 0.541


2 unconnected molecules or ions with the total composition C5H10N2O2 at a distorted geometry, computed with ωB97M-V/def2-TZVPD.

Structure (XYZ):
```
19
Properties=species:S:1:pos:R:3:forces:R:3
C -0.4745 -0.0101 0.9409 -2.044 0.652 -1.857
C -1.5689 0.3424 0.0819 1.723 -0.639 1.516
C 0.6567 0.4310 0.2498 0.883 -0.112 1.362
C -3.0551 0.1167 0.2250 1.392 2.032 -0.734
C 3.0730 0.7226 0.1562 0.582 -3.005 -0.893
N -0.9967 1.0231 -0.9455 -0.775 -1.407 0.388
N 0.3500 0.9414 -0.8983 1.014 2.254 -1.282
O 1.3747 -2.0709 -0.7210 -1.437 0.104 -0.662
O 1.9278 0.3094 0.8379 -2.345 0.239 0.264
H -0.5082 -0.4596 1.8884 -0.152 -0.544 0.926
H -3.5020 0.5560 -0.6773 -0.364 -0.964 0.007
H -3.3384 0.8271 0.9645 -0.625 0.392 1.034
H -3.3430 -0.8600 0.5497 -0.165 -0.586 -0.357
H 3.0146 0.1565 -0.8077 0.829 0.737 0.436
H 3.9475 0.4312 0.7789 -0.647 -0.248 -0.474
H 3.1932 1.7392 0.0127 -0.409 2.293 -0.475
H -1.5268 1.5024 -1.6823 0.980 -0.587 0.299
H 2.2379 -2.4418 -0.7919 0.875 -0.220 0.579
H 1.1665 -1.6959 0.1426 0.687 -0.390 -0.075
```
Forces are in eV/Å.

## Properties
- Charge: 0
- SMILES: COc1cc(C)[nH]n1.O
- HOMO: -0.32565 Eh
- Energy relative to the best compared isomer or geometry (same formula, charge and spin): 2.786 eV
- HOMO-LUMO gap: 0.3594 Ha

Results of the natural (NBO) charge analysis, in e, for atoms 1 through 6: number 1, C, carries -0.419; number 2, C, carries 0.200; number 3, C, carries 0.430; number 4, C, carries -0.647; number 5, C, carries -0.244; number 6, N, carries -0.342